(1)
{"formula": "C23H22N4O4", "method": "wB97M-V/def2-TZVPD", "total_charge": 0, "multiplicity": 1, "homo_energy_ev": -6.0, "symbols": ["C", "O", "C", "C", "C", "C", "C", "C", "C", "C", "C", "O", "C", "C", "C", "C", "C", "C", "H", "H", "H", "H", "H", "H", "H", "H", "H", "H", "H", "H", "H", "H", "H", "C", "N", "C", "O", "N", "C", "C", "C", "C", "O", "N", "C", "N", "H", "H", "H", "H", "H", "H", "H"], "xyz": [[-4.038, -5.529, 1.400], [-4.369, -4.417, 0.542], [-3.347, -3.764, -0.064], [-3.656, -2.537, -0.710], [-2.639, -1.761, -1.200], [-1.265, -2.152, -1.078], [-0.269, -1.253, -1.516], [1.123, -1.293, -1.270], [1.955, -0.468, -2.086], [3.322, -0.522, -1.956], [3.914, -1.369, -0.983], [5.274, -1.356, -1.007], [5.687, -0.436, -2.091], [4.420, 0.166, -2.702], [3.127, -2.140, -0.106], [1.758, -2.077, -0.243], [-1.000, -3.452, -0.551], [-2.011, -4.233, -0.031], [-4.995, -5.819, 1.828], [-3.606, -6.360, 0.829], [-3.336, -5.231, 2.191], [-4.699, -2.226, -0.770], [-2.852, -0.816, -1.700], [-0.603, -0.427, -2.143], [1.503, 0.212, -2.809], [6.345, 0.322, -1.652], [6.255, -1.020, -2.825], [4.369, -0.025, -3.778], [4.395, 1.252, -2.556], [3.629, -2.758, 0.638], [1.134, -2.630, 0.456], [0.008, -3.859, -0.555], [-1.783, -5.195, 0.437], [1.277, 5.262, -0.026], [0.341, 4.336, 0.566], [-0.323, 4.824, 1.699], [-0.110, 5.947, 2.141], [-1.263, 3.969, 2.334], [-1.952, 4.473, 3.515], [-1.490, 2.740, 1.820], [-0.809, 2.248, 0.663], [0.167, 3.062, -0.025], [0.787, 2.707, -1.023], [-1.261, 1.005, 0.404], [-2.186, 0.750, 1.385], [-2.353, 1.795, 2.270], [1.732, 4.757, -0.872], [0.753, 6.164, -0.354], [2.033, 5.548, 0.709], [-2.604, 3.675, 3.858], [-1.222, 4.735, 4.286], [-2.533, 5.363, 3.259], [-2.733, -0.189, 1.454]], "atomic_forces_ev_per_a": [[-0.12, 0.20, -0.26], [0.88, 0.13, -0.28], [0.05, 0.18, 0.40], [-0.06, -0.60, 0.28], [0.56, 0.00, -0.27], [-0.58, -0.72, 0.06], [0.29, 0.17, 0.33], [0.53, -0.01, 0.30], [0.19, 0.07, 0.14], [-0.04, -0.67, 0.66], [0.01, 0.26, -0.62], [-1.22, 0.41, -0.36], [0.35, -0.23, 0.17], [0.01, 0.46, -0.26], [0.55, 0.16, -0.18], [-0.36, 0.08, -0.39], [-0.13, 0.40, 0.04], [-0.41, 0.05, 0.11], [0.16, -0.09, 0.04], [-0.18, 0.16, 0.06], [-0.22, 0.05, -0.19], [0.30, -0.07, 0.04], [0.01, -0.15, 0.35], [0.02, -0.07, 0.19], [0.03, -0.19, 0.20], [-0.17, -0.30, 0.01], [-0.11, 0.02, 0.34], [-0.02, 0.03, 0.14], [-0.10, -0.18, -0.02], [-0.30, 0.18, -0.06], [0.25, 0.28, -0.11], [-0.28, 0.15, -0.09], [-0.03, 0.40, -0.34], [0.21, 0.27, -0.11], [-0.48, -0.21, 0.50], [-1.05, -0.73, 0.83], [0.03, -0.42, -0.29], [1.33, 2.06, -0.35], [0.17, -0.03, -0.23], [-0.11, -2.72, -1.58], [-0.32, 1.71, 1.47], [-0.89, -1.11, 0.32], [0.40, 0.41, -0.14], [-1.30, -1.90, 0.43], [1.70, 1.95, -0.84], [0.30, -0.06, -0.40], [0.02, 0.04, -0.02], [0.14, -0.08, 0.03], [-0.07, 0.02, -0.14], [-0.01, 0.04, 0.04], [-0.14, 0.00, -0.06], [0.07, -0.10, 0.10], [0.15, 0.32, 0.02]], "lowdin_charge": [-0.05, -0.06, -0.23, 0.02, 0.00, -0.19, 0.09, -0.17, 0.07, -0.13, -0.18, 0.01, -0.10, -0.09, 0.03, 0.01, 0.00, 0.00, 0.10, 0.09, 0.10, 0.13, 0.13, 0.13, 0.14, 0.13, 0.13, 0.13, 0.13, 0.13, 0.11, 0.11, 0.11, -0.03, 0.01, -0.41, 0.05, -0.01, -0.02, -0.29, -0.22, -0.38, 0.01, 0.06, -0.25, 0.07, 0.08, 0.10, 0.09, 0.07, 0.09, 0.09, 0.07]}

(2)
{"formula": "C23H22N4O4", "method": "wB97M-V/def2-TZVPD", "total_charge": 0, "multiplicity": 1, "smiles": "NC(=O)C[C@H](NC(=O)c1ccccc1)c1ccc(NCc2ccccc2)c([N+](=O)[O-])c1", "homo_energy_ev": -8.4, "symbols": ["N", "C", "O", "C", "H", "H", "C", "N", "C", "O", "C", "C", "C", "C", "C", "C", "H", "H", "H", "H", "H", "H", "C", "C", "C", "C", "N", "H", "C", "C", "C", "C", "C", "C", "C", "H", "H", "H", "H", "H", "H", "H", "C", "C", "H", "H", "N", "O", "O", "H", "H", "H", "H"], "xyz": [[2.194, 3.975, -1.515], [1.297, 4.183, -0.524], [0.321, 4.879, -0.674], [1.611, 3.463, 0.780], [2.620, 3.051, 0.763], [1.533, 4.178, 1.600], [0.576, 2.347, 0.994], [0.914, 1.574, 2.174], [-0.040, 1.096, 3.015], [-1.222, 1.330, 2.865], [0.482, 0.271, 4.143], [-0.329, -0.745, 4.638], [0.099, -1.533, 5.690], [1.337, -1.302, 6.267], [2.141, -0.277, 5.794], [1.720, 0.506, 4.734], [2.344, 1.320, 4.393], [3.099, -0.086, 6.255], [1.673, -1.913, 7.092], [-0.533, -2.324, 6.064], [-1.296, -0.900, 4.182], [1.852, 1.213, 2.238], [0.460, 1.457, -0.222], [1.563, 0.879, -0.797], [1.464, 0.061, -1.931], [0.196, -0.222, -2.504], [0.067, -0.991, -3.597], [0.922, -1.412, -3.948], [-1.181, -1.295, -4.249], [-2.108, -2.152, -3.413], [-3.484, -2.009, -3.530], [-4.337, -2.800, -2.781], [-3.821, -3.737, -1.902], [-2.450, -3.884, -1.781], [-1.597, -3.098, -2.535], [-0.528, -3.219, -2.438], [-2.043, -4.614, -1.098], [-4.487, -4.350, -1.313], [-5.405, -2.680, -2.881], [-3.890, -1.275, -4.212], [-0.939, -1.829, -5.173], [-1.695, -0.366, -4.528], [-0.923, 0.367, -1.877], [-0.795, 1.179, -0.782], [-1.674, 1.610, -0.329], [-1.905, 0.159, -2.267], [2.675, -0.424, -2.463], [2.647, -1.237, -3.387], [3.723, -0.009, -1.993], [2.554, 1.029, -0.393], [-0.403, 2.795, 1.194], [2.024, 4.402, -2.411], [2.979, 3.356, -1.425]], "atomic_forces_ev_per_a": [[0.31, 0.10, -0.40], [0.47, -0.17, 0.20], [-0.45, 0.18, 0.12], [-0.43, 0.02, 0.00], [0.07, -0.02, 0.04], [0.07, -0.01, -0.03], [-0.06, 0.03, -0.06], [0.27, 0.29, 0.00], [0.23, 0.02, -0.03], [-0.27, -0.05, -0.04], [-0.06, -0.17, 0.28], [-0.01, 0.11, -0.11], [-0.03, -0.03, 0.00], [0.05, 0.01, 0.04], [0.10, -0.05, 0.07], [-0.10, 0.00, -0.11], [0.04, 0.07, -0.03], [0.06, 0.02, 0.04], [0.03, -0.05, 0.07], [-0.05, -0.06, 0.02], [-0.09, 0.00, -0.03], [-0.09, -0.06, 0.08], [-0.17, -0.12, -0.04], [-0.13, -0.08, -0.09], [-1.11, 0.51, 0.69], [0.38, 0.14, 0.18], [0.30, -0.46, -0.63], [-0.31, 0.21, 0.16], [-0.15, 0.06, 0.08], [-0.06, -0.03, -0.03], [0.12, -0.01, -0.03], [-0.10, -0.02, 0.01], [-0.08, -0.04, 0.04], [0.02, -0.06, 0.02], [-0.02, 0.03, -0.05], [0.11, 0.03, 0.03], [0.03, -0.06, 0.06], [-0.06, -0.05, 0.06], [-0.10, 0.01, 0.00], [-0.04, 0.10, -0.06], [0.00, 0.15, 0.06], [0.00, -0.10, -0.04], [-0.02, -0.07, -0.12], [0.29, 0.00, -0.02], [-0.14, 0.06, 0.05], [-0.10, -0.02, -0.05], [0.82, -0.19, -0.30], [0.13, -0.05, 0.00], [0.12, -0.10, -0.09], [0.04, 0.05, 0.01], [0.21, -0.04, -0.09], [-0.04, -0.02, 0.04], [-0.06, 0.01, 0.06]], "lowdin_charge": [0.18, -0.56, 0.07, -0.05, 0.11, 0.13, -0.26, 0.12, -0.44, 0.08, -0.14, -0.02, -0.07, -0.08, -0.08, -0.04, 0.11, 0.10, 0.10, 0.10, 0.12, 0.14, -0.17, 0.04, -0.08, -0.17, 0.04, 0.11, -0.14, -0.24, -0.05, -0.08, -0.09, -0.08, -0.04, 0.11, 0.10, 0.10, 0.10, 0.11, 0.14, 0.13, 0.02, 0.02, 0.13, 0.11, -0.34, 0.05, 0.06, 0.12, 0.15, 0.12, 0.10]}

Computed energy above the lowest of the compared OMol25 structures with the same formula, charge and spin, in the same sequence as the records: 91.7 78.4 kcal/mol.